Record 1
The following is a quantum chemistry calculation of a 2-piece molecular cluster, C2H3NO2 overall, from the OMol25 dataset.

The geometry in XYZ format:
```
8
Properties=species:S:1:pos:R:3:lowdin_spin:R:1
C -1.729 1.258 0.133 0.0005
C 1.515 -1.024 0.216 0.7728
N -1.501 0.759 -0.907 0.0047
O -2.178 1.866 0.977 0.0017
O 0.468 -0.520 0.396 0.9449
H 1.839 -2.070 0.466 0.1355
H 2.324 -0.407 -0.190 0.1411
H -0.738 0.140 -1.090 -0.0011
```

## Properties
**Highest occupied orbital energy (spin up / spin down)**: -7.2 / -10.8 eV
**Kohn-Sham gap (spin up / spin down)**: 7.97 / 7.67 eV
**Spin multiplicity**: 3
**LUMO level (spin up / spin down)**: 0.786 / -3.101 eV
**<S²>**: 2.01

Record 2
The following is a quantum chemistry calculation of C7H4O2OsSSe3Te as an isolated structure, from the OMol25 dataset.

The geometry in XYZ format:
```
19
Properties=species:S:1:pos:R:3:lowdin_spin:R:1
Os 0.249 0.072 -0.020 2.3023
Se -0.346 -2.306 0.163 0.2456
Se 0.706 -3.669 -1.402 0.3078
Te 1.438 -2.190 -3.207 0.4089
Se 1.387 0.063 -2.191 0.2491
O 0.005 1.128 3.869 0.0264
C -0.352 1.166 2.720 0.0170
O -0.144 0.133 1.903 0.1284
C -1.157 2.330 2.206 0.0216
C -2.009 2.925 3.133 -0.0023
C -2.807 4.001 2.786 0.0219
C -2.743 4.514 1.497 -0.0034
C -1.883 3.949 0.573 0.0208
C -1.088 2.854 0.911 0.0197
S 0.053 2.317 -0.334 0.2352
H -2.024 2.523 4.136 -0.0004
H -3.471 4.440 3.518 0.0014
H -3.357 5.359 1.213 -0.0007
H -1.811 4.356 -0.428 0.0006
```

## Properties
**Highest occupied orbital energy (spin up / spin down)**: -8.2 / -8.7 eV
**Kohn-Sham gap (spin up / spin down)**: 6.93 / 5.38 eV
**Spin multiplicity**: 5
**LUMO level (spin up / spin down)**: -1.229 / -3.345 eV
**<S²>**: 6.03

Energy readings, ordered: -283.07443; -8380.81919 Eh
Energy above the lowest of the compared OMol25 structures with the same formula, charge and spin readings, ordered: 200.9; 0.0 kJ/mol